A) Density functional theory data (ωB97M-V/def2-TZVPD) for a cluster of 2 separate species, C6H15NO in total.

CARTESIAN COORDINATES (ANGSTROEM)
H (-1.64346, -2.08321, -1.31787)
H (-2.04960, -0.15300, 0.48952)
C (0.43917, 2.84581, -1.09218)
C (-1.98995, -1.21976, 0.63271)
H (-1.58223, -1.23452, 1.66411)
C (-1.16834, -2.01676, -0.34105)
H (-1.14175, -3.07954, -0.02663)
H (2.29117, 0.23312, 0.04224)
C (0.33825, -0.05220, -0.72638)
H (-0.53604, 0.41513, -1.17636)
H (2.36738, 2.49770, -0.34315)
H (0.83991, -1.82393, 0.39693)
O (0.90711, -0.36558, 2.76065)
H (-3.00272, -1.61936, 0.65086)
H (1.16473, 0.26702, 2.09747)
H (0.74319, 3.85631, -1.38548)
H (0.82969, -1.97383, -1.36944)
C (1.38116, 0.70254, -0.32641)
H (-0.34869, 3.15703, -0.40288)
H (0.44444, -1.18611, 2.63506)
H (-0.03497, 2.29616, -1.90763)
C (0.28998, -1.53670, -0.52094)
N (1.46160, 2.07366, -0.43317)

Output
SMILES = CCC/C=C/NC.O
LUMO = 0.92 eV


B) Density functional theory data (ωB97M-V/def2-TZVPD) for a cluster of 2 separate species, C6H15NO in total.

CARTESIAN COORDINATES (ANGSTROEM)
H (2.04232, -1.53790, 0.89832)
H (-0.73101, 1.91871, -0.14252)
H (-2.21805, -1.13810, 1.33126)
H (-1.54042, 1.44388, -1.75392)
H (1.66171, 3.34325, -0.19906)
H (2.85266, 2.41585, -0.47825)
H (-0.70124, -2.74099, 0.28419)
C (-1.52772, 1.40413, -0.65967)
H (-2.51212, 1.82725, -0.43757)
H (-3.37519, -0.32404, 0.54055)
H (1.15150, -0.89675, -1.75100)
H (-0.44329, -1.83184, 1.73068)
O (2.58299, 3.34613, -0.45916)
N (-2.41407, -0.27388, 0.86256)
H (1.89787, -2.88143, 0.03102)
C (1.34732, -2.37170, 0.83287)
C (0.91396, -0.19295, -0.96370)
H (1.55976, -2.99827, 1.71119)
C (-0.09010, -1.93696, 0.70150)
C (-0.23335, -0.66156, -0.13709)
C (-1.40283, 0.00319, -0.09104)
H (0.77348, 0.80552, -1.41095)
H (1.78591, 0.19812, -0.44630)

Output
SMILES = CC/C(C)=C(/C)N.O
LUMO = 0.75 eV


Short version: B), A), most stable first.


A) Density functional theory data (ωB97M-V/def2-TZVPD) for the molecule C4H12N2O.

CARTESIAN COORDINATES (ANGSTROEM)
H (1.34977, -0.59808, -1.56750)
O (0.90241, 1.84455, -1.07589)
H (2.16978, -0.98234, -0.03415)
H (1.29419, -2.24665, -0.90681)
C (-1.10542, -1.26906, -0.60768)
C (1.29034, -1.18883, -0.64413)
N (0.09465, -0.92160, 0.12780)
H (-0.39664, 2.47492, 0.40405)
H (-1.03931, 1.39532, -0.84595)
H (-1.13458, -0.82500, -1.61203)
H (1.05220, 0.53135, 1.21445)
H (1.69820, 1.98248, -0.54963)
H (-1.96942, -0.93451, -0.03954)
H (-0.96150, -0.45849, 2.27378)
C (0.05621, 0.39099, 0.74030)
H (-1.14163, -2.35396, -0.71069)
N (-1.02506, 0.38422, 1.71349)
C (-0.17606, 1.58923, -0.20978)
H (-0.95815, 1.18544, 2.32991)

Output
SMILES = CN(C)[C@H](N)CO
LUMO = 0.88 eV


B) Density functional theory data (ωB97M-V/def2-TZVPD) for the molecule C4H12N2O.

CARTESIAN COORDINATES (ANGSTROEM)
H (1.20868, 3.32277, 0.16343)
C (0.01096, 1.64979, 0.31904)
H (-0.81054, 2.09347, -0.20910)
O (-0.21494, -2.62360, -0.82138)
H (0.85367, 0.66587, -2.04230)
H (0.52796, -2.33873, 1.12506)
C (0.18600, 0.14880, -0.03149)
C (-0.88853, -0.80798, 0.68591)
C (-0.46878, -2.32887, 0.53511)
H (-0.64269, 0.24445, -1.84516)
H (-0.98994, -0.48974, 1.71609)
N (0.29396, 0.00977, -1.50412)
H (1.15807, -0.21663, 0.36714)
N (1.20124, 2.36160, -0.14651)
H (-0.02920, -1.77351, -1.25998)
H (-1.13060, -3.00629, 1.02365)
H (-0.46050, 1.57588, 1.36476)
H (1.95281, 1.93893, 0.41297)
H (-1.75765, -0.42598, 0.14691)

Output
SMILES = NC[C@H](N)CCO
LUMO = 0.96 eV


Short version: A), B), most stable first.


A) Density functional theory data (ωB97M-V/def2-TZVPD) for the molecule C4H12N2O.

CARTESIAN COORDINATES (ANGSTROEM)
N (-0.09392, 2.49154, -0.41650)
H (0.04437, 3.03439, -1.25469)
O (-0.42802, -1.67819, -0.93062)
C (0.58132, 0.18016, 0.14975)
H (-2.06515, -0.82044, 0.76325)
C (-1.20368, -1.17281, 1.32146)
H (-1.41966, -2.14218, 1.77714)
H (0.78213, -1.85712, 0.70401)
C (-0.30991, 1.07299, -0.70538)
H (-0.07503, 0.82499, -1.73877)
H (-1.05404, -0.47942, 2.14942)
N (1.94958, 0.04661, -0.34473)
H (2.22024, 0.86079, -0.88163)
H (-1.36263, 0.82388, -0.55199)
H (2.02093, -0.74567, -0.97699)
H (0.64922, 0.61769, 1.15134)
H (0.65866, 2.66863, 0.23125)
H (-0.87986, -2.52981, -0.82354)
C (-0.01454, -1.19606, 0.37720)

Output
SMILES = C[C@@H](O)[C@@H](N)CN
LUMO = 0.90 eV


B) Density functional theory data (ωB97M-V/def2-TZVPD) for a cluster of 2 separate species, C4H12N2O in total.

CARTESIAN COORDINATES (ANGSTROEM)
N (0.10359, -0.14033, 0.47055)
C (2.15828, 1.25112, 0.00951)
H (0.79640, -2.97593, -0.70391)
H (0.77251, -2.67964, 1.06008)
H (-0.87953, 0.12645, 0.80085)
H (2.23301, 1.55066, 1.02697)
C (0.64096, 1.04278, -0.20958)
H (-3.53305, 0.19265, -0.92756)
H (2.67959, 1.86115, -0.75106)
O (-2.32061, 0.77363, 0.57992)
C (-2.93170, 1.00780, -0.44351)
N (0.18210, -1.16320, -0.48315)
H (2.62573, 0.28459, -0.25761)
H (-3.03947, 2.11228, -0.91960)
H (0.62195, -0.40065, 1.37553)
H (0.02555, 1.83105, 0.06676)
H (-0.81454, -2.97820, 0.44740)
H (0.47063, 0.77424, -1.21866)
C (0.20862, -2.47045, 0.07706)

Output
LUMO = 0.09 eV


Short version: A), B), most stable first.